(1)
# C53H40Cl2N3O4P2S4SbTeTi

C53H40Cl2N3O4P2S4SbTeTi as an isolated structure at a distorted geometry (the ωB97M-V functional and the def2-TZVPD basis, the Open Molecules 2025 dataset).

Last column: Mulliken spin population.
CARTESIAN COORDINATES (ANGSTROEM)
Ti 0.51653 -1.43526 0.29968  0.083
S -3.08829 -2.46601 3.74562  0.100
Sb -0.93271 -1.87969 3.31538  0.003
S -1.23958 0.08351 1.70806  0.224
S -0.50336 -3.24835 1.31639  -0.003
Te -1.63458 2.71244 -2.53378  0.025
C -2.70072 4.28666 -1.59669  0.014
C -2.07966 5.20500 -0.76159  -0.004
C -2.84014 6.22162 -0.20040  0.002
N -4.14735 6.38488 -0.42801  -0.001
C -4.73228 5.49848 -1.23884  0.001
C -4.05937 4.44012 -1.83779  -0.006
C -1.17164 1.56293 -0.82726  0.231
P -1.46796 -0.22672 -0.91350  -0.085
C -3.23222 -0.49092 -0.44747  -0.016
C -4.15066 0.53999 -0.64259  0.050
C -5.47095 0.39495 -0.23083  -0.001
C -5.88354 -0.77784 0.39203  0.006
C -4.97135 -1.80436 0.59331  -0.004
C -3.65511 -1.66186 0.17215  0.025
C -1.57946 -0.48809 -2.76657  -0.004
C -2.77743 -0.77363 -3.42114  0.005
C -2.82597 -0.89618 -4.80516  -0.001
C -1.67333 -0.74786 -5.56402  0.002
C -0.46346 -0.50297 -4.92406  -0.002
C -0.41829 -0.37891 -3.54073  -0.009
P 0.04404 2.03133 0.34893  0.084
C -0.72899 3.12081 1.62254  0.077
C -2.09978 3.36310 1.57451  0.010
C -2.71790 4.15516 2.53394  0.002
C -1.97437 4.71314 3.56661  -0.001
C -0.61293 4.44706 3.64816  0.002
C -0.00075 3.64320 2.69131  0.024
C 1.21365 3.19757 -0.51258  0.061
C 1.73207 2.77595 -1.74126  0.015
C 2.77669 3.44440 -2.36366  -0.011
C 3.35687 4.55254 -1.75498  0.025
C 2.85958 4.98865 -0.53432  -0.017
C 1.80535 4.31563 0.07989  0.045
H -1.02079 5.12858 -0.53974  0.003
H -2.37689 6.94163 0.46787  0.000
H -5.79485 5.63882 -1.41303  0.000
H -4.59226 3.74520 -2.47539  0.000
H -3.83390 1.46798 -1.10023  -0.026
H -6.17107 1.21030 -0.38230  0.000
H -6.90495 -0.87945 0.74663  0.000
H -5.26227 -2.70537 1.12127  0.000
H -2.94531 -2.44385 0.40380  0.002
H -3.68664 -0.89203 -2.84440  0.001
H -3.77342 -1.10172 -5.29206  0.000
H -1.71476 -0.82264 -6.64542  0.000
H 0.44870 -0.41169 -5.50176  0.000
H 0.53122 -0.20620 -3.05367  0.001
H -2.68455 2.90684 0.78541  -0.011
H -3.78601 4.33646 2.46997  0.002
H -2.45512 5.33586 4.31460  0.000
H -0.02240 4.86044 4.45953  0.001
H 1.05164 3.40770 2.79736  0.002
H 1.30278 1.90732 -2.22408  0.016
H 3.14736 3.09088 -3.32103  0.001
H 4.18581 5.06890 -2.22607  0.002
H 3.30297 5.84883 -0.04271  0.001
H 1.43363 4.69256 1.02282  0.004
Cl 5.69847 3.37496 1.66079  0.001
C 4.41891 2.18623 1.62602  0.009
C 3.66980 1.96225 2.79696  -0.007
C 2.66335 1.04086 2.81498  0.006
Cl 1.81267 0.73955 4.28450  0.002
C 2.30707 0.30810 1.64313  -0.010
O 1.43063 -0.64335 1.69558  -0.026
C 3.03554 0.62132 0.45894  0.044
C 2.62359 0.14841 -0.80762  0.003
O 1.50671 -0.36832 -1.04867  0.026
C 4.12632 1.51541 0.48682  0.003
H 3.90617 2.51713 3.69567  0.001
H 3.28232 0.33323 -1.65800  -0.005
H 4.68708 1.69761 -0.42288  0.002
C 0.56543 -5.92080 5.59004  0.001
C 1.26497 -5.15202 4.49545  0.000
C 1.46535 -5.72153 3.23588  0.001
C 2.12694 -5.02735 2.24006  0.000
C 2.60018 -3.74618 2.50724  0.000
C 2.42586 -3.16466 3.74846  0.002
C 1.74767 -3.87059 4.73415  -0.005
S 3.51857 -2.91645 1.26115  0.003
O 4.48884 -3.87413 0.78612  0.000
O 4.03985 -1.71540 1.85808  -0.001
N 2.39639 -2.59006 0.11227  0.001
C 2.56964 -3.08424 -1.19938  -0.003
C 3.76133 -3.45177 -1.80470  -0.001
C 3.78143 -4.03385 -3.09134  0.001
C 2.63892 -4.26959 -3.79228  0.000
C 1.40319 -3.88888 -3.22109  0.000
C 0.16187 -4.16771 -3.83377  0.000
C -0.99537 -3.85980 -3.19102  -0.002
C -0.92801 -3.16749 -1.97346  0.008
N 0.20123 -2.81847 -1.40139  -0.005
C 1.37436 -3.24887 -1.96402  0.002
H -0.01107 -6.75184 5.18011  0.000
H -0.11324 -5.27546 6.15069  0.000
H 1.29271 -6.33434 6.29451  0.000
H 1.08698 -6.71895 3.03397  0.000
H 2.27888 -5.46428 1.25890  0.000
H 2.82045 -2.17290 3.93306  0.000
H 1.58415 -3.41045 5.70440  0.002
H 4.68887 -3.31222 -1.28224  0.001
H 4.73832 -4.32116 -3.51399  0.000
H 2.65449 -4.75413 -4.76330  0.000
H 0.15098 -4.65173 -4.80539  0.000
H -1.96438 -4.10376 -3.60658  0.000
H -1.83397 -2.89814 -1.45547  0.000

Atomic forces in eV per Å
Ti -3.04 -2.00 0.74
S 0.11 0.09 -0.01
Sb -0.38 0.04 0.38
S 0.26 -0.32 0.08
S 0.14 0.32 -0.24
Te -0.02 -0.07 0.11
C 0.08 -0.01 -0.02
C 0.01 0.16 -0.11
C -0.18 0.03 -0.11
N 0.12 -0.20 -0.10
C 0.14 0.10 0.14
C -0.08 0.10 0.07
C 0.54 -0.67 -0.42
P -0.37 1.08 -0.42
C 0.05 -0.09 0.08
C -0.16 -0.06 0.05
C 0.10 -0.02 -0.02
C 0.01 0.01 0.00
C 0.00 -0.01 -0.05
C -0.14 0.01 -0.07
C 0.02 0.06 0.01
C -0.01 -0.04 0.00
C 0.02 -0.03 0.00
C 0.02 -0.01 0.04
C -0.07 -0.01 0.12
C -0.09 0.00 -0.09
P -0.84 0.73 -0.05
C 0.04 0.01 -0.02
C -0.03 -0.01 0.20
C 0.02 -0.08 0.01
C 0.02 -0.02 -0.04
C 0.04 -0.06 -0.08
C -0.04 0.03 0.05
C 0.24 -0.19 0.18
C 0.07 0.08 -0.12
C 0.00 -0.02 0.08
C -0.06 -0.01 0.05
C -0.03 -0.09 0.00
C -0.05 0.12 -0.08
H -0.07 0.03 -0.02
H -0.03 -0.03 -0.02
H 0.02 0.00 0.00
H -0.01 0.01 0.01
H 0.00 -0.01 -0.01
H 0.04 -0.04 0.02
H 0.09 0.01 -0.06
H 0.04 0.07 -0.02
H 0.08 -0.05 0.06
H 0.02 0.04 -0.05
H 0.04 0.02 0.03
H 0.00 -0.03 0.06
H 0.00 0.01 0.01
H 0.03 0.03 0.02
H 0.00 0.00 0.03
H 0.08 -0.02 0.00
H 0.04 -0.05 -0.07
H -0.05 -0.07 -0.03
H 0.04 0.01 -0.02
H -0.08 0.01 -0.02
H -0.04 0.03 0.05
H -0.05 -0.02 0.02
H -0.06 -0.06 -0.04
H 0.01 -0.04 0.01
Cl -0.12 -0.14 0.01
C 0.08 0.20 0.28
C 0.17 0.13 -0.07
C -0.11 -0.16 -0.14
Cl -0.05 -0.05 -0.04
C 0.21 -0.27 0.17
O 1.64 1.43 0.86
C 0.07 -0.03 0.11
C -0.16 0.16 0.08
O 0.89 0.41 -0.59
C -0.04 -0.06 -0.30
H 0.00 -0.05 0.00
H 0.07 0.06 -0.05
H -0.07 0.03 0.03
C 0.01 0.03 -0.10
C -0.02 -0.07 0.05
C 0.02 -0.01 0.00
C 0.01 0.06 0.10
C 0.00 -0.21 0.12
C 0.00 -0.02 -0.01
C 0.01 -0.01 0.07
S -0.30 -0.29 -0.15
O -0.01 -0.01 -0.10
O 0.07 0.16 -0.07
N 0.51 -0.11 -0.74
C 0.26 -0.03 0.60
C -0.19 0.13 -0.26
C 0.18 0.10 0.17
C -0.16 -0.05 -0.07
C -0.07 0.04 -0.02
C 0.11 -0.06 -0.14
C -0.18 -0.04 0.00
C 0.13 -0.05 0.13
N 0.54 -0.38 -0.56
C -0.04 0.01 0.02
H 0.01 0.06 0.02
H 0.02 -0.02 -0.04
H -0.02 0.02 -0.02
H 0.01 0.07 0.02
H -0.03 0.04 0.08
H -0.08 -0.04 -0.01
H 0.02 -0.03 -0.07
H 0.08 -0.02 0.03
H -0.02 0.05 0.05
H -0.02 0.04 0.08
H 0.00 0.00 0.06
H 0.04 0.06 0.01
H -0.13 0.07 0.06

strongest force on any atom	3.71	eV/Å
energy	-192185.457	eV
lowest unoccupied orbital energy (spin up / spin down)	1.03 / 0.33	eV
highest occupied orbital energy (spin up / spin down)	-4.3 / -4.4	eV
2S+1	2
charge	-1
Kohn-Sham gap (spin up / spin down)	5.359 / 4.722	eV

(2)
# C6H23O8

A 7-piece molecular cluster, C6H23O8 overall at a distorted geometry (the ωB97M-V functional and the def2-TZVPD basis, the Open Molecules 2025 dataset).

Last column: Löwdin charge in e.
CARTESIAN COORDINATES (ANGSTROEM)
O 1.05151 0.41882 1.06746  -0.134
C 0.93561 -0.16194 -0.06249  -0.605
O 1.77848 -0.98652 -0.44772  -0.042
C -0.47317 -0.40539 -0.66371  -0.053
C -1.04785 0.58118 -1.73631  -0.319
C -0.88256 0.11666 -3.27030  -0.046
C -2.45855 0.99630 -1.42542  -0.239
C -2.63915 1.49130 -0.00486  -0.107
H -1.10733 -0.76984 0.13541  0.105
H -0.34701 -1.38749 -1.20002  0.114
H -0.33452 1.38831 -1.72575  0.124
H -1.01218 0.94535 -3.96318  0.063
H 0.20030 -0.01031 -3.29650  0.053
H -1.41748 -0.65723 -3.74249  0.050
H -3.18895 0.15556 -1.56779  0.126
H -2.98827 1.61876 -2.10240  0.087
H -3.21448 2.39575 0.21336  0.071
H -1.77490 1.65994 0.55563  0.040
H -3.25203 0.84858 0.66989  0.067
H -3.08057 0.48425 2.69832  0.035
H -1.64905 0.59202 3.21603  0.054
O -2.46416 -0.03282 3.25588  -0.102
H 2.12741 2.08255 1.16435  -0.006
H 2.41244 1.72120 -0.28857  0.013
O 2.65897 2.33523 0.41646  -0.065
H 0.42521 0.94597 3.20984  0.025
H 0.30475 1.58388 1.92962  0.023
O -0.04192 1.71070 2.87260  -0.109
H 1.18895 -3.47034 0.28982  0.027
H 1.00873 -2.73135 -1.08315  0.007
O 1.12438 -3.61928 -0.65721  -0.089
H -1.11539 -0.78980 2.44872  -0.024
H 0.44567 -1.05956 2.03169  -0.001
O -0.37398 -1.42124 2.37075  -0.079
H 2.59637 -0.19632 -2.26490  0.009
H 2.35303 -1.56190 -2.32697  0.018
O 2.62201 -0.86766 -2.95852  -0.090

Atomic forces in eV per Å
O -0.15 0.72 -1.39
C -1.28 -2.33 1.94
O 1.09 0.63 -0.75
C 0.24 -1.36 -2.19
C -0.18 -0.92 -1.26
C 1.76 1.89 1.76
C -1.69 -1.19 0.97
C -2.41 0.06 1.50
H -0.46 0.89 0.34
H -0.02 0.95 0.21
H -0.20 1.00 0.19
H -0.34 0.61 0.28
H 0.00 -0.84 -0.54
H -0.73 -1.52 0.30
H 1.05 -0.23 0.38
H 0.51 1.47 -1.01
H 0.05 0.52 -1.09
H 1.88 0.05 0.53
H 0.55 -0.47 -0.75
H 0.28 -0.55 0.42
H -1.47 -0.80 0.36
O 0.98 2.16 -0.55
H -0.21 -0.53 0.13
H 0.12 0.12 0.60
O 0.84 1.02 -0.95
H 0.18 -0.30 0.64
H -0.84 -0.01 0.82
O 0.00 0.29 -0.74
H -0.03 0.44 -0.11
H 0.41 -0.96 1.17
O -0.34 0.16 -0.97
H 0.80 -0.45 -0.35
H -0.23 0.78 -0.16
O -0.43 -1.33 0.68
H 0.25 0.46 -0.32
H 0.15 -0.17 -0.62
O -0.14 -0.27 0.54

relative energy (zero: lowest compared OMol25 entry of this formula, charge and spin)	64.8	kcal/mol
strongest force on any atom	3.29	eV/Å
energy	-22976.412	eV
lowest unoccupied orbital energy	3.07	eV
highest occupied orbital energy	-6.4	eV
charge	-1
Kohn-Sham gap	9.451	eV

Question: charge of number 2 (C6H23O8)?
Answer: -1

Question: Which value of energy does entry 2 give?
Answer: -22976.412 eV